(1)
Computed, not measured: a 5-piece molecular cluster, C4H18N2O5S overall in a non-equilibrium geometry, with wB97M-V/def2-TZVPD.

Last column: Löwdin charge in e.
Element x y z (Å)
S  -1.0926  2.3196  -1.7290  0.707
O  1.7503  1.7380  2.9747  -0.091
O  -0.7798  -2.2217  -0.7080  -0.048
O  -3.2758  -2.3403  -1.7006  -0.043
O  -1.3305  0.7649  2.8636  -0.095
O  1.1456  -1.6312  -2.4808  -0.113
N  -0.0564  -1.1677  1.1805  0.074
N  1.8538  1.7804  -0.0249  0.038
C  1.0587  -0.4881  0.4896  -0.131
C  -0.9278  -1.9458  0.4710  -0.267
C  0.6316  0.9352  0.0037  -0.442
C  -0.0849  0.8214  -1.3348  -0.516
H  -1.7775  -2.3891  1.0783  0.169
H  2.5370  1.4109  -0.6864  0.098
H  1.6478  2.7015  -0.2868  0.052
H  -2.0008  1.1997  2.2498  0.098
H  -0.7836  -0.0292  -1.4132  0.057
H  1.4735  -1.0620  -0.3566  0.107
H  -0.2694  3.0367  -2.4784  -0.173
H  -0.0965  1.3939  0.8094  0.134
H  1.4598  -2.5002  -2.7860  0.049
H  0.6537  0.6541  -2.1337  0.076
H  -2.3616  -2.4386  -1.4317  -0.031
H  1.9113  -0.3628  1.2382  0.138
H  -3.2544  -1.9012  -2.5173  0.002
H  -1.1843  1.3299  3.6670  0.086
H  2.0875  1.8231  2.0502  0.009
H  0.3808  -1.8518  -1.8528  0.008
H  -0.2630  -0.7914  2.0481  0.064
H  0.9475  1.2120  2.7970  -0.016

Cartesian forces, eV/Å:
-0.341 -0.507 0.384
-0.379 -0.473 -0.961
-0.034 -0.328 -0.191
-0.819 -0.844 1.495
-0.788 1.172 -0.005
-0.740 -0.900 0.511
0.536 -1.322 -3.691
-0.136 -1.907 0.465
0.905 0.732 1.011
0.301 0.332 2.279
-0.342 0.226 1.447
-0.148 0.487 -0.790
0.767 0.622 -0.575
-0.232 0.025 0.130
-0.461 1.530 -0.484
1.330 -0.559 1.532
0.248 0.544 0.329
-0.459 0.059 0.491
0.488 0.001 -0.174
1.467 -0.826 -1.573
-0.171 0.518 0.123
-0.296 0.094 0.266
0.482 -0.091 0.039
-1.192 -0.183 -0.859
-0.002 0.904 -1.722
-0.565 -0.517 -1.300
-0.015 0.180 0.559
1.229 0.212 -1.041
-0.981 0.440 1.910
0.349 0.380 0.398

M = 206.26 u
Orbital gap = 0.3490 hartree
F_max = 0.0770 hartree/bohr
LUMO = 0.2 eV
Energy above the lowest of the compared OMol25 structures with the same formula, charge and spin = 1.008 eV
Spin multiplicity = 1
Total charge = 0
SMILES string = N[C@@H](CS)CNC=O.O.O.O.O

=====

(2)
Computed, not measured: C3H34NO15 as an isolated structure in a non-equilibrium geometry, with wB97M-V/def2-TZVPD.

Last column: Löwdin charge in e.
Element x y z (Å)
O  -0.7726  4.4915  -0.6036  -0.071
O  1.6832  4.0746  0.9964  -0.082
O  -3.3464  -2.6695  -1.3970  -0.092
O  -1.7883  -3.0428  0.8663  -0.100
O  3.6790  2.1836  1.2417  -0.074
O  -2.3256  3.1151  1.2028  -0.089
O  -0.6080  -4.0423  -2.0587  -0.088
O  -2.4247  -2.1028  -3.9734  -0.099
O  -2.7460  -0.8681  2.3099  -0.078
O  -0.5778  2.6145  -2.9014  -0.096
O  2.8953  -0.9192  1.3475  -0.015
O  1.7385  -3.0806  -0.9533  -0.086
O  0.8870  -2.4774  1.5330  -0.335
O  -0.1020  -0.2500  2.3964  -0.105
O  2.6408  0.2883  -0.4635  -0.133
N  -1.0464  0.9091  -0.5677  0.076
C  1.3755  0.9339  -0.7817  -0.185
C  0.3489  0.7440  1.4834  -0.189
C  0.2038  0.3809  0.0135  -0.314
H  3.6031  -1.5222  1.1060  0.095
H  -1.7925  -0.5937  2.3792  0.018
H  3.6257  1.6340  2.0374  0.055
H  0.2961  -1.1244  2.1231  0.021
H  -0.2110  1.6455  1.7255  0.111
H  -1.6877  -2.6948  -3.7842  0.001
H  -3.2065  -3.5135  -1.8432  0.034
H  1.2390  0.7665  -1.8418  0.112
H  -2.7897  -1.9828  -3.0724  -0.009
H  2.0583  -1.5344  1.4661  0.032
H  3.4437  1.5722  0.4981  0.028
H  2.5888  -0.2397  0.3625  -0.143
H  -0.6084  2.0463  -2.0974  -0.013
H  2.3739  3.3726  1.0506  -0.002
H  -0.8284  3.9801  -1.4307  0.021
H  0.1150  4.3151  -0.2330  0.018
H  -1.7071  0.1839  -0.8014  0.090
H  -1.9196  3.3357  2.0459  0.037
H  0.2862  -3.7014  -1.8249  0.001
H  -1.4719  1.6070  0.0332  0.043
H  1.3997  0.9435  1.7255  0.102
H  -0.9876  2.0378  -3.5624  0.048
H  1.0347  -3.1247  2.2372  0.034
H  -0.8277  -2.9080  1.0664  0.014
H  0.2131  -0.7003  -0.0988  0.135
H  2.1968  4.8850  0.8781  0.051
H  -1.8736  3.6804  0.5337  0.000
H  -2.7919  -2.8044  -0.5859  0.004
H  -3.1400  -0.1639  1.7901  0.041
H  1.3899  -2.9251  -0.0346  0.001
H  2.0488  -2.2054  -1.2251  0.040
H  1.4919  2.0026  -0.5858  0.105
H  -2.2456  -2.4063  1.4565  0.014
H  -1.0299  -4.1459  -1.1842  0.019

Cartesian forces, eV/Å:
0.198 -0.155 -0.079
0.236 0.214 -0.165
0.235 -0.446 0.600
0.313 -0.022 0.246
0.001 -0.056 -0.044
-0.094 0.010 -0.138
-0.023 -0.083 0.514
-0.094 0.089 0.359
0.379 0.107 0.157
-0.101 -0.278 0.043
0.187 -2.383 3.342
0.109 0.313 0.118
0.096 -0.258 0.141
-0.354 0.100 -0.104
-1.217 2.745 -3.335
0.454 0.123 -0.213
1.468 -0.592 0.109
0.404 -0.223 0.825
-0.326 0.357 -0.288
0.096 -0.082 -0.040
-0.267 -0.033 0.080
-0.023 0.080 -0.323
-0.141 -0.046 0.100
0.009 0.153 -0.215
0.145 -0.078 -0.015
-0.176 0.086 -0.205
-0.378 0.185 -0.255
0.088 0.029 -0.383
0.392 -0.311 0.276
0.089 -0.161 0.210
0.023 -0.008 0.046
-0.139 -0.143 -0.045
-0.152 0.092 0.153
0.122 0.206 0.038
-0.215 -0.045 -0.072
-0.093 -0.060 0.083
0.024 0.049 -0.057
-0.321 -0.097 -0.043
-0.199 -0.209 0.114
-0.106 0.126 -0.184
0.076 0.313 0.098
0.023 0.200 -0.233
-0.346 0.055 -0.150
-0.045 -0.226 0.060
-0.174 -0.164 0.052
0.012 -0.006 0.284
-0.179 0.428 -0.316
-0.170 0.062 -0.115
0.078 -0.141 -0.070
0.000 -0.083 -0.050
-0.240 0.187 -0.164
0.051 -0.076 -0.210
0.266 0.153 -0.535

M = 324.30 u
Orbital gap = 0.3483 hartree
F_max = 0.0873 hartree/bohr
LUMO = 2.6 eV
Energy above the lowest of the compared OMol25 structures with the same formula, charge and spin = 0.697 eV
Spin multiplicity = 1
Total charge = -1

=====

(3)
Computed, not measured: one molecule with the formula C22H28N2O3, with wB97M-V/def2-TZVPD.

Last column: Löwdin charge in e.
Element x y z (Å)
O  -6.4243  1.1347  0.9995  -0.035
O  5.9495  0.6363  -1.8972  0.067
O  -5.0898  -1.2086  0.1006  -0.074
N  5.2540  -0.3116  0.0581  0.120
N  -0.1656  0.9406  0.5145  0.022
C  3.8922  0.0228  0.1183  -0.231
C  -3.5522  -3.0294  0.6636  -0.058
C  3.1496  -0.4502  1.1982  -0.036
C  7.5658  -0.5141  -0.5419  -0.130
C  -2.4398  1.3629  -0.1732  -0.225
C  -7.3749  0.2825  0.3816  -0.194
C  6.1766  0.0007  -0.8904  -0.483
C  1.8081  -0.1594  1.3110  -0.033
C  9.6281  -0.0877  0.8526  -0.114
C  -4.4529  2.3286  0.6822  0.008
C  1.1599  0.6227  0.3493  -0.280
C  8.2256  0.3933  0.5014  -0.259
C  -3.1257  2.4581  0.3215  -0.037
C  -3.0933  0.1387  -0.2564  0.026
C  -5.1223  1.1147  0.5850  -0.204
C  -7.3592  0.3887  -1.1136  -0.151
C  1.9134  1.0957  -0.7277  -0.021
C  -0.9911  1.4526  -0.5632  -0.170
C  3.2569  0.8004  -0.8430  -0.009
C  -7.5487  -0.6262  -1.9337  0.016
C  -4.4175  -0.0178  0.1292  -0.174
C  -4.4556  -2.3755  -0.3789  -0.241
H  -4.1264  -3.2493  1.5602  0.081
H  10.0821  0.5699  1.5900  0.069
H  -5.0104  3.1742  1.0530  0.121
H  5.5776  -0.8568  0.8451  0.138
H  9.5969  -1.0951  1.2633  0.071
H  -2.5358  -0.7064  -0.6299  0.114
H  -0.7202  2.4974  -0.7538  0.122
H  -7.5431  -0.5030  -3.0031  0.055
H  8.2755  1.4085  0.1033  0.117
H  7.6138  0.4229  1.4069  0.105
H  -8.3348  0.6495  0.7664  0.132
H  -2.7291  -2.3746  0.9376  0.064
H  -5.2826  -3.0506  -0.6190  0.123
H  -7.2434  -0.7573  0.6976  0.120
H  1.4487  1.7076  -1.4840  0.101
H  7.5090  -1.5382  -0.1655  0.117
H  -3.9065  -2.1681  -1.3050  0.120
H  -0.8173  0.8791  -1.4866  0.127
H  -7.7267  -1.6231  -1.5656  0.061
H  -3.1480  -3.9566  0.2665  0.078
H  10.2595  -0.0989  -0.0327  0.073
H  -7.1734  1.3859  -1.4916  0.114
H  -0.6602  0.4065  1.2124  0.128
H  8.1635  -0.5099  -1.4540  0.122
H  -2.6317  3.4129  0.4122  0.113
H  1.2455  -0.5351  2.1544  0.107
H  3.8215  1.1714  -1.6813  0.100
H  3.6292  -1.0562  1.9556  0.108

Cartesian forces, eV/Å:
0.281 -0.051 0.182
-0.096 0.213 -0.211
0.005 0.438 0.258
0.007 -0.243 0.397
-0.497 -0.052 0.243
-0.312 0.197 -0.141
-0.241 0.292 -0.178
0.013 0.055 -0.147
-0.054 0.310 -0.004
-0.002 0.095 -0.012
-0.523 -0.278 -0.093
0.471 -0.414 0.100
-0.002 0.026 -0.056
-0.200 0.144 0.016
-0.160 -0.227 -0.002
0.396 0.030 -0.064
0.157 -0.191 -0.036
0.072 -0.108 -0.083
-0.013 -0.044 -0.061
0.198 0.099 -0.071
0.117 0.150 0.257
-0.348 -0.086 0.210
0.155 0.002 0.040
0.291 -0.088 -0.015
-0.032 -0.002 -0.095
-0.204 -0.018 0.092
0.227 -0.386 -0.026
-0.030 -0.047 0.076
0.114 0.009 0.063
-0.098 0.084 0.032
0.059 0.100 -0.215
0.052 -0.106 0.044
0.024 -0.133 -0.039
-0.072 -0.083 -0.114
-0.041 0.081 -0.197
-0.080 0.032 0.037
-0.018 0.075 -0.020
0.153 -0.080 -0.055
0.098 0.007 0.034
0.137 0.085 -0.055
-0.076 0.188 -0.042
-0.056 0.077 -0.090
0.025 -0.043 -0.003
-0.102 0.004 0.047
0.008 0.102 0.038
0.022 -0.232 0.140
0.068 -0.108 -0.026
0.112 -0.024 -0.071
-0.028 0.117 -0.135
0.024 0.049 -0.096
-0.095 -0.051 0.000
0.072 0.120 0.005
-0.041 -0.031 0.092
0.024 0.010 -0.026
0.038 -0.063 0.076

M = 368.48 u
Orbital gap = 0.2943 hartree
F_max = 0.0123 hartree/bohr
LUMO = 0.7 eV
Energy above the lowest of the compared OMol25 structures with the same formula, charge and spin = 3.158 eV
Spin multiplicity = 1
Total charge = 0
SMILES string = C=CCOc1ccc(CNc2ccc(NC(=O)CCC)cc2)cc1OCC